1.
The following is a quantum chemistry calculation of a gas-phase ion, C18H22N (charge +1) in a non-equilibrium geometry, from the OMol25 dataset.

HOMO energy = -11.323 eV
Electronic energy = -753.49857 a.u.
SMILES string = C#CC[N+]1(CC#Cc2ccc(C)cc2)CCCCC1
Net charge = +1
Multiplicity = 1
Gap between HOMO and LUMO = 8.9779 eV

Geometry (Å):
H 5.186 -1.791 -0.534
H 7.100 0.747 -0.505
H 6.997 -0.626 0.594
H 2.309 2.163 0.109
C 4.289 1.365 0.256
C -2.515 1.645 0.872
H 2.782 -1.929 -1.050
C -3.861 -0.488 -0.544
H -1.914 0.767 -1.698
C -0.162 -0.117 -1.024
C -2.123 0.181 1.024
H -4.592 1.394 1.386
C -0.833 -2.337 0.625
H -1.054 0.087 1.228
C 2.941 1.298 -0.029
H -4.267 2.811 0.393
C -4.318 0.959 -0.707
C -1.567 -0.208 -1.350
C -4.001 1.767 0.547
N -2.422 -0.629 -0.189
C -2.164 -2.069 0.115
C 2.389 0.106 -0.501
H 1.173 -2.879 1.476
H -3.860 1.425 -1.580
C 5.117 0.259 0.080
H -4.444 -0.944 0.260
H -4.045 -1.050 -1.463
H -2.295 2.147 1.813
H -1.715 -0.934 -2.156
C 1.013 0.018 -0.793
H -1.913 2.127 0.101
H 4.711 2.291 0.619
C 4.556 -0.925 -0.391
C 6.579 0.352 0.367
H -2.323 -2.652 -0.797
C 0.227 -2.636 1.091
H 6.771 1.024 1.201
H -2.890 -2.399 0.865
H -5.394 0.945 -0.884
H -2.679 -0.258 1.856
C 3.210 -1.009 -0.681

Atom charges from the Löwdin analysis, given in e for atoms 1 to 5: 0.12, 0.09, 0.08, 0.12, -0.03


2.
The following is a quantum chemistry calculation of a single C18H22N2O2S molecule in a non-equilibrium geometry, from the OMol25 dataset.

HOMO energy = -7.993 eV
Electronic energy = -1357.32295 a.u.
SMILES string = O=C(CCn1c(=S)oc2ccccc21)NCCC1=CCCCC1
Multiplicity = 1
Gap between HOMO and LUMO = 8.6238 eV

Geometry (Å):
C -2.919 -0.713 1.489
C 4.214 1.737 -1.412
C 4.696 3.025 -1.323
O 4.692 0.601 -0.822
H -2.893 -1.214 4.895
H -2.525 0.588 3.137
N 2.917 0.051 -2.038
S 4.088 -1.963 -0.724
H -1.216 1.463 1.338
C -1.535 1.055 0.374
C -2.705 -3.142 2.042
C -3.219 -2.772 3.430
H -4.135 -0.118 3.123
H 4.344 5.019 -1.991
C 3.893 -0.415 -1.205
H -4.306 -2.672 3.401
C 0.809 -1.135 -1.632
H 1.501 2.154 -3.430
H -3.634 1.190 0.819
C -2.752 -1.973 1.107
C 2.392 2.387 -2.873
H -2.971 -3.560 4.143
C 3.085 1.414 -2.177
H -1.671 -3.498 2.112
H -0.457 -0.731 0.510
H 2.400 -1.707 -2.972
H 1.254 -1.546 -0.725
H -3.233 0.058 -0.484
C 2.876 3.683 -2.783
H -1.519 -1.520 3.829
N -0.559 0.088 -0.071
H 1.483 -0.253 -3.482
H 5.566 3.257 -0.732
H -3.295 -3.964 1.628
H 2.360 4.470 -3.310
C -3.078 -0.333 2.934
C -2.930 0.420 0.499
H -1.549 1.856 -0.368
C 1.912 -0.789 -2.633
C -0.050 0.085 -1.318
C -2.608 -1.445 3.867
H 0.162 -1.896 -2.074
H -2.639 -2.209 0.056
C 4.002 3.996 -2.031
O -0.243 0.973 -2.123

Atom charges from the Löwdin analysis, given in e for atoms 1 to 5: -0.27, -0.18, 0.01, 0.07, 0.11